Formula: C4H10O3
Source: OMol25
Level of theory: wB97M-V/def2-TZVPD

Calculated values
E_LUMO, eV: 0.99
HOMO-LUMO gap, eV: 11.059
Energy relative to the best compared isomer or geometry (same formula, charge and spin), kJ/mol: 229.5
Electronic energy, eV: -10450.8650
Molecular weight, g/mol: 106.12

CARTESIAN COORDINATES (ANGSTROEM)
C 2.73418 0.54399 -0.23790
O 1.72326 -0.11983 0.47746
C 0.57631 -0.34411 -0.30283
C -0.41232 -1.12184 0.52000
O -1.36694 -0.39697 1.29500
C -1.83173 -1.15246 0.17408
O -2.05310 1.90610 -0.18234
H 3.58751 0.65440 0.43524
H 2.40807 1.54094 -0.57166
H 3.04910 -0.03363 -1.12249
H 0.12155 0.59969 -0.64427
H 0.83311 -0.93808 -1.19845
H 0.01389 -1.97184 1.05172
H -1.76781 1.34250 0.55736
H -2.43214 -2.02611 0.42110
H -2.19179 -0.54022 -0.65208
H -2.99114 2.05747 -0.01993

Atomic partial charges in e from the Mulliken method, atoms 1 to 8: number 1, C, carries -0.7021; number 2, O, carries -0.3168; number 3, C, carries -0.4008; number 4, C, carries -0.0566; number 5, O, carries -0.5007; number 6, C, carries -0.3091; number 7, O, carries -0.6713; number 8, H, carries 0.2466